1.
# C39H95F3N2O24P7S

A cluster of 6 separate species, C39H95F3N2O24P7S in total in a non-equilibrium geometry (ωB97M-V with the def2-TZVPD basis set, the Open Molecules 2025 dataset).

Calculated values
net charge	+1
Kohn-Sham gap	7.701	eV

CARTESIAN COORDINATES (ANGSTROEM)
1 C -2.381 -1.552 -10.369
2 C -2.240 -0.558 -9.214
3 C -1.337 0.643 -9.564
4 C -0.314 0.892 -8.436
5 C 0.169 2.350 -8.400
6 C 1.608 2.494 -7.856
7 C 1.674 3.408 -6.616
8 C 1.455 2.586 -5.320
9 C 2.464 2.892 -4.209
10 C 1.943 2.403 -2.837
11 C 1.832 3.523 -1.752
12 C 3.296 3.885 -1.481
13 C 3.599 4.930 -0.391
14 C 4.912 4.566 0.353
15 C 6.150 4.766 -0.553
16 C 6.931 3.496 -0.863
17 N 6.270 2.593 -1.821
18 C 1.065 2.834 -0.580
19 C 1.680 2.714 0.821
20 C 1.052 3.629 1.872
21 O 0.627 4.868 1.290
22 N -0.401 3.142 -0.634
23 C -1.312 2.083 -1.187
24 C -1.322 0.769 -0.418
25 C -1.648 0.877 1.064
26 F -2.206 2.028 1.406
27 F -2.526 -0.080 1.375
28 F -0.565 0.624 1.802
29 C -0.523 4.318 -1.602
30 P -1.490 5.717 -0.840
31 S -3.169 5.041 -0.133
32 C 0.839 4.595 -2.320
33 P 1.307 6.345 -2.416
34 O 0.320 7.022 -3.261
35 O 2.718 6.333 -3.147
36 O 1.452 7.033 -0.990
37 H -3.015 -2.377 -10.043
38 H -2.864 -1.095 -11.230
39 H -1.424 -1.994 -10.638
40 H -1.823 -1.113 -8.373
41 H -3.243 -0.241 -8.930
42 H -1.955 1.530 -9.695
43 H -0.815 0.395 -10.486
44 H 0.538 0.250 -8.660
45 H -0.782 0.603 -7.496
46 H -0.509 2.959 -7.807
47 H 0.173 2.685 -9.436
48 H 2.300 2.895 -8.595
49 H 1.981 1.510 -7.577
50 H 2.646 3.888 -6.522
51 H 0.881 4.150 -6.658
52 H 1.452 1.509 -5.491
53 H 0.456 2.833 -4.940
54 H 2.654 3.963 -4.170
55 H 3.397 2.374 -4.419
56 H 2.584 1.608 -2.457
57 H 0.954 1.973 -3.016
58 H 3.815 4.192 -2.380
59 H 3.777 2.964 -1.159
60 H 3.788 5.903 -0.835
61 H 2.830 4.993 0.375
62 H 4.963 5.243 1.204
63 H 4.813 3.541 0.715
64 H 6.834 5.433 -0.029
65 H 5.816 5.242 -1.474
66 H 7.869 3.806 -1.323
67 H 7.155 2.929 0.040
68 H 6.802 2.475 -2.666
69 H 6.057 1.699 -1.412
70 H 1.084 1.798 -0.909
71 H 1.494 1.700 1.167
72 H 2.757 2.823 0.817
73 H 0.221 3.112 2.355
74 H 1.781 3.835 2.656
75 H 0.345 5.457 1.998
76 H -0.870 3.529 0.199
77 H -1.012 1.857 -2.207
78 H -2.305 2.520 -1.254
79 H -0.389 0.237 -0.584
80 H -2.099 0.159 -0.869
81 H -1.215 4.064 -2.400
82 H -1.710 6.567 -1.926
83 H -0.711 6.456 0.048
84 H 0.566 4.396 -3.353
85 H 3.063 7.234 -3.232
86 H 1.375 6.389 -0.268
87 C 9.218 -1.509 -0.503
88 O 8.135 -1.543 0.427
89 P 8.078 -0.364 1.587
90 O 8.939 0.654 0.910
91 O 8.839 -1.336 2.652
92 C 8.469 -2.715 2.817
93 O 7.506 0.627 2.775
94 C 8.491 1.294 3.572
95 H 9.149 -2.434 -1.076
96 H 9.134 -0.669 -1.187
97 H 10.168 -1.468 0.027
98 H 9.176 -3.348 2.284
99 H 7.466 -2.922 2.450
100 H 8.512 -2.949 3.878
101 H 8.851 2.174 3.043
102 H 9.324 0.641 3.819
103 H 7.995 1.601 4.491
104 C 0.144 -6.336 0.372
105 O -0.839 -5.787 -0.522
106 P -0.302 -4.823 -1.686
107 O 1.129 -5.090 -1.886
108 O -0.563 -3.438 -0.848
109 C -1.650 -3.301 0.071
110 O -0.870 -4.264 -3.085
111 C -0.163 -3.161 -3.654
112 H -0.417 -6.839 1.158
113 H 0.769 -7.066 -0.133
114 H 0.756 -5.541 0.796
115 H -1.285 -3.418 1.092
116 H -2.443 -4.024 -0.103
117 H -2.059 -2.297 -0.041
118 H 0.717 -3.523 -4.183
119 H 0.131 -2.435 -2.898
120 H -0.840 -2.688 -4.364
121 C -4.562 -11.853 2.043
122 O -4.183 -10.544 1.595
123 P -3.079 -9.751 2.482
124 O -2.411 -10.821 3.252
125 O -4.191 -8.931 3.354
126 C -5.390 -8.445 2.729
127 O -1.968 -8.563 2.521
128 C -1.479 -8.191 3.813
129 H -5.397 -12.154 1.413
130 H -3.753 -12.566 1.917
131 H -4.874 -11.821 3.086
132 H -6.218 -9.115 2.959
133 H -5.294 -8.366 1.649
134 H -5.609 -7.459 3.138
135 H -0.704 -8.889 4.124
136 H -2.272 -8.160 4.558
137 H -1.047 -7.196 3.711
138 C -4.916 -9.059 6.053
139 O -4.162 -8.827 7.251
140 P -4.395 -9.874 8.457
141 O -4.958 -11.104 7.879
142 O -5.520 -8.962 9.214
143 C -5.469 -7.534 9.197
144 O -3.613 -10.302 9.793
145 C -4.366 -11.069 10.741
146 H -4.754 -8.200 5.412
147 H -4.567 -9.947 5.538
148 H -5.978 -9.145 6.285
149 H -6.176 -7.151 8.461
150 H -4.477 -7.156 8.960
151 H -5.757 -7.174 10.183
152 H -4.375 -12.114 10.439
153 H -5.383 -10.701 10.844
154 H -3.853 -10.974 11.696
155 C -7.014 11.516 3.461
156 O -6.030 10.643 4.033
157 P -5.169 9.749 3.009
158 O -5.243 10.384 1.684
159 O -6.122 8.433 3.135
160 C -6.786 8.095 4.360
161 O -3.776 8.932 3.039
162 C -3.574 8.026 1.956
163 H -7.579 11.921 4.298
164 H -6.550 12.338 2.923
165 H -7.676 10.960 2.800
166 H -7.831 8.401 4.304
167 H -6.328 8.568 5.225
168 H -6.741 7.015 4.481
169 H -3.214 8.571 1.083
170 H -4.480 7.481 1.705
171 H -2.812 7.312 2.272

Here are the Mulliken charges for atoms 1 to 4, given in e: number 1, C, carries -1.37; number 2, C, carries -0.31; number 3, C, carries -0.67; number 4, C, carries -0.74

=====

2.
# C39H95N9O5

A cluster of 9 separate species, C39H95N9O5 in total in a non-equilibrium geometry (ωB97M-V with the def2-TZVPD basis set, the Open Molecules 2025 dataset).

Calculated values
Kohn-Sham gap	8.492	eV

CARTESIAN COORDINATES (ANGSTROEM)
1 C 3.353 1.002 -1.176
2 C 1.949 0.926 -0.392
3 N 0.874 0.539 -1.307
4 C -0.405 1.093 -0.877
5 C -1.606 0.762 -1.720
6 C 0.978 -0.922 -1.581
7 C 0.832 -1.181 -3.085
8 H 3.382 1.627 -2.069
9 H 3.557 -0.023 -1.486
10 H 4.141 1.228 -0.458
11 H 2.010 0.238 0.452
12 H 1.652 1.884 0.034
13 H -0.477 0.869 0.187
14 H -0.139 2.129 -1.089
15 H -1.642 -0.323 -1.626
16 H -2.580 1.176 -1.460
17 H -1.430 0.961 -2.778
18 H 0.167 -1.460 -1.089
19 H 1.868 -1.466 -1.263
20 H 1.735 -0.754 -3.522
21 H -0.067 -0.710 -3.482
22 H 0.842 -2.267 -3.178
23 C -2.398 4.285 -1.370
24 C -2.084 5.477 -0.465
25 N -0.632 5.630 -0.129
26 C -0.182 4.666 0.874
27 C 0.649 5.207 2.068
28 C 0.382 5.972 -1.133
29 C -0.128 7.207 -1.958
30 H -1.824 3.492 -0.889
31 H -2.070 4.567 -2.371
32 H -3.412 3.927 -1.549
33 H -2.446 6.401 -0.916
34 H -2.644 5.376 0.464
35 H -1.053 4.202 1.336
36 H 0.427 3.919 0.364
37 H 0.903 4.395 2.750
38 H 1.587 5.615 1.692
39 H 0.096 6.019 2.541
40 H 0.598 5.287 -1.952
41 H 1.428 6.167 -0.895
42 H -0.995 6.961 -2.572
43 H 0.707 7.478 -2.605
44 H -0.333 8.093 -1.357
45 C 3.120 1.848 3.131
46 C 3.655 0.999 4.365
47 N 2.901 1.248 5.664
48 C 3.022 2.630 6.177
49 C 1.823 3.016 7.094
50 C 3.255 0.287 6.652
51 C 2.903 -1.182 6.425
52 H 2.057 2.066 3.228
53 H 3.310 1.382 2.164
54 H 3.696 2.770 3.216
55 H 3.502 -0.068 4.202
56 H 4.722 0.787 4.437
57 H 3.853 2.801 6.861
58 H 3.174 3.316 5.344
59 H 0.993 3.470 6.553
60 H 1.403 2.173 7.642
61 H 2.115 3.754 7.841
62 H 2.762 0.618 7.566
63 H 4.337 0.369 6.757
64 H 2.171 -1.438 5.659
65 H 2.441 -1.549 7.342
66 H 3.862 -1.698 6.394
67 C -2.851 -7.366 1.136
68 C -2.401 -6.151 1.974
69 N -0.949 -5.818 1.797
70 C -0.631 -4.594 2.473
71 C -0.997 -3.383 1.731
72 C -0.197 -6.873 2.461
73 C 1.154 -6.972 1.774
74 H -3.930 -7.491 1.224
75 H -2.415 -8.243 1.613
76 H -2.668 -7.361 0.061
77 H -3.056 -5.341 1.653
78 H -2.554 -6.347 3.035
79 H 0.434 -4.488 2.678
80 H -1.045 -4.631 3.481
81 H -0.756 -3.480 0.672
82 H -0.533 -2.433 1.993
83 H -2.069 -3.204 1.816
84 H -0.090 -6.662 3.524
85 H -0.791 -7.780 2.572
86 H 0.954 -7.535 0.862
87 H 1.785 -6.130 1.491
88 H 1.876 -7.575 2.325
89 C 4.411 0.719 -5.484
90 N 4.505 -0.341 -4.519
91 C 5.490 -1.148 -4.357
92 C 5.462 -2.249 -3.307
93 O 6.572 -1.014 -4.921
94 H 5.105 0.603 -6.316
95 H 4.601 1.742 -5.157
96 H 3.441 0.741 -5.981
97 H 3.605 -0.679 -4.207
98 H 6.447 -2.698 -3.429
99 H 4.694 -2.972 -3.579
100 H 5.345 -1.828 -2.308
101 C -6.220 2.371 -1.101
102 N -7.445 1.899 -1.779
103 C -7.759 2.028 -3.053
104 C -8.992 1.240 -3.442
105 O -6.999 2.688 -3.825
106 H -6.127 3.448 -0.959
107 H -5.362 2.117 -1.723
108 H -6.200 1.687 -0.253
109 H -8.189 1.559 -1.186
110 H -8.992 0.253 -2.980
111 H -8.880 1.082 -4.515
112 H -9.914 1.797 -3.276
113 C -0.955 -1.380 5.164
114 N -1.881 -0.914 4.212
115 C -1.635 0.164 3.497
116 C -0.951 1.383 4.098
117 O -2.056 0.254 2.347
118 H -1.132 -2.426 5.412
119 H -1.204 -0.796 6.050
120 H 0.071 -1.269 4.814
121 H -2.436 -1.633 3.771
122 H -0.443 1.953 3.320
123 H -0.217 1.028 4.822
124 H -1.640 2.043 4.624
125 C 0.310 2.417 -4.409
126 N 1.071 3.304 -5.246
127 C 1.481 2.966 -6.474
128 C 2.415 3.965 -7.190
129 O 1.314 1.814 -6.875
130 H 0.513 1.353 -4.531
131 H -0.758 2.509 -4.606
132 H 0.508 2.763 -3.395
133 H 1.196 4.255 -4.930
134 H 2.756 3.824 -8.215
135 H 3.366 3.910 -6.660
136 H 2.019 4.952 -6.951
137 C -1.924 -4.195 -2.159
138 N -1.517 -5.589 -1.812
139 C -1.703 -6.632 -2.647
140 C -1.191 -7.986 -2.320
141 O -2.357 -6.491 -3.692
142 H -1.863 -3.581 -1.261
143 H -2.942 -4.109 -2.538
144 H -1.318 -3.687 -2.909
145 H -1.167 -5.739 -0.876
146 H -0.870 -8.447 -3.254
147 H -2.027 -8.552 -1.910
148 H -0.348 -7.890 -1.635

Here are the Mulliken charges for atoms 1 to 4, given in e: number 1, C, carries -0.98; number 2, C, carries -0.76; number 3, N, carries 0.98; number 4, C, carries 0.28